[1]
# C49H61N3O8

A 11-piece molecular cluster, C49H61N3O8 overall (ωB97M-V with the def2-TZVPD basis set, OMol25).

Element x y z (Å)
C1 6.14 0.14 -4.14
N1 7.52 0.18 -4.60
O1 8.08 1.25 -4.32
O2 8.08 -0.82 -5.07
H1 5.60 -0.40 -4.92
H2 5.73 1.13 -3.93
H3 6.15 -0.58 -3.32
C2 6.24 -6.65 -5.60
N2 5.51 -5.81 -4.54
O3 4.47 -5.33 -4.83
O4 6.11 -5.56 -3.52
H4 5.46 -7.30 -5.99
H5 6.94 -7.29 -5.08
H6 6.74 -5.86 -6.17
C3 -3.26 0.20 6.65
N3 -4.72 0.39 6.64
O5 -5.16 0.55 7.78
O6 -5.27 0.39 5.52
H7 -2.94 0.08 5.61
H8 -3.13 -0.71 7.24
H9 -2.71 1.03 7.08
C4 -6.33 -5.26 3.48
C5 -6.70 -4.58 2.35
C6 -5.82 -3.73 1.75
C7 -4.55 -3.51 2.25
C8 -4.16 -4.17 3.39
C9 -5.03 -5.13 3.93
H10 -7.05 -5.90 3.95
H11 -7.69 -4.69 1.92
H12 -6.12 -3.21 0.86
H13 -3.92 -2.74 1.81
H14 -3.17 -4.02 3.79
H15 -4.77 -5.69 4.81
C10 -0.83 8.63 7.61
C11 -1.98 8.95 8.28
C12 -3.14 8.26 8.07
C13 -3.10 7.12 7.30
C14 -1.99 6.73 6.59
C15 -0.84 7.47 6.81
H16 0.07 9.21 7.76
H17 -1.96 9.85 8.87
H18 -4.04 8.60 8.56
H19 -3.92 6.42 7.32
H20 -2.13 5.93 5.89
H21 0.08 7.16 6.32
C16 5.99 -3.06 6.91
C17 4.69 -2.67 7.35
C18 3.65 -3.51 7.00
C19 3.94 -4.79 6.42
C20 5.26 -5.15 6.08
C21 6.24 -4.22 6.22
H22 6.69 -2.25 7.04
H23 4.57 -1.72 7.83
H24 2.65 -3.15 7.19
H25 3.16 -5.45 6.10
H26 5.41 -6.00 5.43
H27 7.18 -4.41 5.71
C22 8.20 0.59 3.12
C23 8.78 1.35 4.10
C24 10.02 0.99 4.56
C25 10.75 -0.08 4.03
C26 10.13 -0.83 3.09
C27 8.91 -0.41 2.61
H28 7.21 0.81 2.75
H29 8.13 2.07 4.57
H30 10.37 1.43 5.48
H31 11.74 -0.19 4.45
H32 10.67 -1.69 2.73
H33 8.44 -0.87 1.75
C28 2.26 -1.22 0.31
C29 1.34 -0.59 -0.57
C30 0.54 0.48 -0.11
C31 0.59 0.83 1.20
C32 1.39 0.08 2.11
C33 2.20 -0.96 1.67
H34 2.98 -1.91 -0.09
H35 1.48 -0.67 -1.63
H36 -0.12 0.93 -0.83
H37 0.06 1.71 1.52
H38 1.35 0.26 3.18
H39 2.83 -1.51 2.35
C34 -7.17 1.25 -2.22
C35 -6.64 0.19 -2.92
C36 -7.41 -0.83 -3.43
C37 -8.77 -0.77 -3.25
C38 -9.29 0.30 -2.53
C39 -8.54 1.33 -1.97
H40 -6.59 2.06 -1.80
H41 -5.62 0.22 -3.29
H42 -6.91 -1.58 -4.02
H43 -9.42 -1.53 -3.65
H44 -10.36 0.38 -2.39
H45 -8.98 2.19 -1.50
C40 -2.91 -5.93 -4.23
C41 -3.98 -6.47 -4.90
C42 -4.03 -6.49 -6.30
C43 -2.96 -6.03 -7.00
C44 -1.84 -5.53 -6.33
C45 -1.81 -5.58 -4.96
H46 -2.85 -6.00 -3.15
H47 -4.76 -6.76 -4.20
H48 -4.88 -6.98 -6.75
H49 -2.79 -6.12 -8.06
H50 -0.93 -5.44 -6.90
H51 -0.92 -5.19 -4.48
C46 -1.57 6.17 -6.43
O7 -1.77 6.54 -7.78
C47 -1.47 7.88 -8.04
C48 -1.46 8.25 -9.53
O8 -2.77 8.13 -10.13
C49 -3.32 6.74 -10.11
H52 -1.99 6.96 -5.82
H53 -0.54 5.97 -6.13
H54 -2.11 5.23 -6.36
H55 -0.43 7.99 -7.72
H56 -2.11 8.50 -7.42
H57 -0.65 7.66 -9.97
H58 -1.11 9.26 -9.73
H59 -3.65 6.38 -9.14
H60 -2.66 5.97 -10.50
H61 -4.22 6.73 -10.74

Summary:
SMILES string = C[N+](=O)[O-].C[N+](=O)[O-].C[N+](=O)[O-].c1ccccc1.c1ccccc1.c1ccccc1.c1ccccc1.c1ccccc1.c1ccccc1.c1ccccc1.COCCOC
frontier orbital gap = 9.17 eV
total charge = 0
energy above the lowest of the compared OMol25 structures with the same formula, charge and spin = 387.31 kJ/mol
highest occupied orbital energy = -0.3397 Eh
multiplicity = 1

---

[2]
# C4H8BCl2FGaOSn

C4H8BCl2FGaOSn as an isolated structure (ωB97M-V with the def2-TZVPD basis set, OMol25).

Element x y z (Å)
C1 -2.22 0.93 1.67
B1 -0.95 0.44 0.72
O1 -0.15 1.56 0.10
Ga1 -0.49 -1.58 0.34
F1 -2.06 -2.68 0.54
C2 0.27 -1.59 -1.62
Cl1 -0.64 -2.50 -2.99
C3 1.53 -0.86 -1.97
C4 2.47 -0.04 -0.89
Cl2 2.16 -0.84 -3.75
H1 -3.21 0.50 1.21
H2 -2.30 2.11 1.64
H3 -1.98 0.58 2.76
H4 0.70 1.69 0.64
H5 0.69 -1.96 1.35
H6 2.10 -0.14 0.23
H7 3.59 -0.42 -0.91
H8 2.46 1.13 -1.11
Sn1 -1.97 3.66 2.03

Summary:
frontier orbital gap = 2.65 eV
total charge = +1
highest occupied orbital energy = -0.4018 Eh
multiplicity = 1